# 1
{"formula": "C40H31N3O3S2Y", "method": "the ωB97M-V functional and the def2-TZVPD basis", "elements": ["Y", "O", "S", "O", "N", "C", "C", "C", "C", "C", "C", "C", "C", "N", "C", "C", "C", "C", "C", "C", "C", "H", "H", "H", "H", "H", "H", "H", "H", "H", "H", "H", "N", "C", "C", "C", "C", "C", "C", "C", "C", "C", "C", "C", "C", "C", "H", "H", "H", "H", "H", "H", "H", "H", "H", "H", "O", "S", "C", "C", "C", "C", "C", "C", "C", "C", "C", "C", "C", "C", "H", "H", "H", "H", "H", "H", "H", "H", "H", "H"], "xyz": [[-0.907, -0.135, -0.084], [-2.831, 1.224, -0.289], [-2.152, 2.419, -0.860], [-2.220, 3.633, -0.101], [-0.712, 1.822, -1.041], [0.473, 2.428, -1.486], [0.622, 3.646, -2.080], [1.908, 4.091, -2.490], [3.013, 3.317, -2.316], [2.882, 2.038, -1.710], [3.974, 1.163, -1.509], [3.782, -0.059, -0.932], [2.482, -0.413, -0.530], [1.445, 0.380, -0.680], [1.620, 1.602, -1.292], [-2.844, 2.731, -2.431], [-3.309, 4.009, -2.711], [-3.838, 4.264, -3.970], [-3.893, 3.255, -4.919], [-3.427, 1.978, -4.623], [-2.898, 1.706, -3.376], [-0.237, 4.288, -2.232], [1.999, 5.064, -2.956], [3.990, 3.653, -2.639], [4.962, 1.473, -1.831], [4.596, -0.754, -0.781], [2.289, -1.378, -0.067], [-3.264, 4.780, -1.955], [-4.212, 5.251, -4.206], [-4.304, 3.461, -5.899], [-3.481, 1.193, -5.367], [-2.544, 0.710, -3.143], [-1.106, -2.010, -0.898], [-0.922, -3.260, -0.893], [0.254, -3.822, -0.138], [0.512, -3.385, 1.158], [1.647, -3.809, 1.837], [2.548, -4.663, 1.213], [2.291, -5.112, -0.076], [1.140, -4.709, -0.742], [-1.780, -4.233, -1.646], [-1.969, -5.541, -1.210], [-2.804, -6.402, -1.910], [-3.439, -5.965, -3.064], [-3.247, -4.662, -3.512], [-2.429, -3.801, -2.800], [-0.202, -2.737, 1.652], [1.821, -3.487, 2.857], [3.436, -4.993, 1.736], [2.986, -5.786, -0.562], [0.936, -5.071, -1.743], [-1.467, -5.889, -0.315], [-2.958, -7.414, -1.557], [-4.081, -6.637, -3.618], [-3.736, -4.322, -4.415], [-2.280, -2.779, -3.127], [-0.519, -0.074, 2.064], [0.830, 0.090, 2.802], [0.424, 0.190, 4.504], [1.344, -0.351, 5.386], [1.087, -0.265, 6.748], [-0.082, 0.335, 7.191], [-1.005, 0.855, 6.286], [-0.758, 0.792, 4.926], [1.334, 1.733, 2.386], [0.392, 2.692, 2.041], [0.838, 3.931, 1.607], [2.202, 4.192, 1.534], [3.130, 3.223, 1.896], [2.700, 1.973, 2.318], [2.245, -0.833, 5.022], [1.793, -0.677, 7.457], [-0.283, 0.391, 8.253], [-1.916, 1.312, 6.647], [-1.468, 1.186, 4.212], [-0.669, 2.488, 2.094], [0.112, 4.680, 1.316], [2.545, 5.159, 1.188], [4.190, 3.432, 1.834], [3.416, 1.197, 2.566]], "forces_ev_per_angstrom": [[-0.5, 0.0, 0.7], [0.2, 0.2, 0.0], [-0.3, 0.2, 0.2], [0.0, 0.0, 0.1], [1.0, 1.1, -0.9], [-0.4, -0.4, 0.2], [0.2, 0.4, -0.1], [-0.3, 0.0, 0.1], [0.0, -0.2, 0.1], [0.3, 0.2, -0.1], [0.1, 0.1, -0.1], [-0.1, -0.1, 0.1], [0.1, -0.1, 0.1], [-0.3, 0.3, -0.3], [0.0, -0.3, 0.3], [-0.1, 0.0, -0.3], [0.0, -0.1, -0.1], [0.0, 0.0, 0.0], [0.0, 0.0, 0.0], [0.0, 0.0, 0.0], [0.0, 0.1, 0.1], [0.0, 0.0, 0.0], [0.0, 0.0, 0.0], [0.0, 0.0, 0.0], [0.0, 0.0, 0.0], [0.0, 0.0, 0.0], [0.0, 0.0, 0.0], [0.0, 0.0, 0.0], [0.0, 0.0, 0.0], [0.0, 0.0, 0.0], [0.0, 0.0, 0.0], [0.0, 0.0, 0.1], [0.0, -1.3, -0.5], [0.0, -0.2, -0.2], [0.0, 0.0, 0.0], [0.1, 0.0, 0.1], [0.0, 0.0, 0.0], [0.0, 0.0, -0.1], [0.0, 0.0, 0.0], [0.1, 0.0, 0.0], [0.0, 0.2, 0.1], [0.1, -0.1, 0.0], [0.0, 0.1, 0.0], [0.0, 0.0, 0.0], [0.0, 0.0, 0.0], [-0.1, 0.0, -0.1], [0.0, 0.0, 0.0], [0.0, 0.0, 0.0], [0.0, 0.0, 0.0], [0.0, 0.0, 0.0], [0.0, 0.0, 0.0], [0.0, 0.0, 0.0], [0.0, 0.0, 0.0], [0.0, 0.0, 0.0], [0.0, 0.0, 0.0], [0.0, 0.0, 0.0], [0.5, 0.0, 0.8], [-0.2, -0.3, -0.4], [-0.2, 0.1, 0.1], [0.0, 0.0, 0.1], [0.0, 0.0, 0.0], [0.0, 0.0, 0.0], [0.0, 0.0, 0.0], [0.1, 0.0, 0.1], [0.0, 0.1, 0.0], [0.1, 0.1, 0.0], [0.0, 0.0, 0.0], [0.0, 0.0, 0.0], [0.0, 0.0, 0.0], [0.0, 0.1, -0.1], [0.0, 0.0, 0.0], [0.0, 0.0, 0.0], [0.0, 0.0, 0.0], [0.0, 0.0, 0.0], [0.0, 0.0, 0.0], [0.0, 0.0, 0.0], [0.0, 0.0, 0.0], [0.0, 0.0, 0.0], [0.0, 0.0, 0.0], [0.0, 0.0, 0.0]], "total_charge": 1, "gap_ev": 7.602, "lumo_ha": -0.103}



# 2
{"formula": "C40H32BCl3MgN13O3S", "method": "the ωB97M-V functional and the def2-TZVPD basis", "elements": ["Mg", "C", "C", "N", "N", "C", "B", "N", "C", "C", "C", "N", "N", "C", "C", "C", "N", "N", "C", "C", "C", "N", "H", "H", "H", "H", "H", "H", "H", "H", "H", "H", "H", "H", "O", "N", "O", "C", "C", "C", "C", "C", "C", "N", "C", "C", "N", "C", "C", "C", "C", "H", "H", "H", "H", "H", "H", "H", "Cl", "C", "C", "C", "C", "C", "C", "N", "C", "C", "N", "C", "O", "C", "C", "C", "Cl", "S", "C", "C", "C", "Cl", "C", "H", "H", "H", "H", "H", "H", "H", "H", "H", "H", "H", "H", "H"], "xyz": [[-1.730, 0.642, 0.529], [-5.341, 1.333, 2.518], [-4.524, 1.644, 1.435], [-3.279, 1.277, 1.683], [-3.256, 0.738, 2.900], [-4.487, 0.750, 3.433], [-1.942, 0.285, 3.546], [-0.836, 1.295, 3.191], [-0.040, 1.995, 4.015], [0.827, 2.741, 3.245], [0.485, 2.419, 1.936], [-0.515, 1.548, 1.923], [-1.556, -1.051, 2.913], [-1.158, -2.234, 3.402], [-0.882, -3.073, 2.344], [-1.142, -2.298, 1.217], [-1.541, -1.090, 1.578], [-2.143, 0.333, 5.053], [-2.035, -0.501, 6.104], [-2.294, 0.217, 7.256], [-2.574, 1.519, 6.809], [-2.500, 1.546, 5.504], [-6.390, 1.510, 2.617], [-4.790, 2.116, 0.509], [-4.691, 0.344, 4.403], [-0.116, 1.943, 5.081], [1.577, 3.423, 3.583], [0.949, 2.755, 1.026], [-1.082, -2.445, 4.445], [-0.550, -4.088, 2.393], [-1.068, -2.570, 0.182], [-1.805, -1.540, 6.008], [-2.318, -0.143, 8.261], [-2.847, 2.391, 7.368], [-6.221, 1.605, -5.490], [-6.233, 1.157, -4.374], [-7.166, 0.624, -3.823], [-5.013, 1.313, -3.586], [-4.252, 2.420, -3.799], [-3.168, 2.727, -2.931], [-2.388, 3.889, -3.075], [-1.484, 4.196, -2.085], [-1.361, 3.335, -0.987], [-2.012, 2.199, -0.878], [-2.903, 1.884, -1.824], [-3.615, 0.644, -1.695], [-3.236, -0.193, -0.723], [-3.881, -1.328, -0.574], [-4.917, -1.735, -1.419], [-5.316, -0.900, -2.435], [-4.682, 0.348, -2.579], [-4.514, 3.117, -4.584], [-2.509, 4.516, -3.947], [-0.880, 5.090, -2.133], [-0.717, 3.595, -0.160], [-3.564, -1.964, 0.242], [-5.383, -2.699, -1.291], [-6.107, -1.191, -3.109], [9.927, -0.254, -3.053], [8.281, -0.320, -2.576], [7.940, -0.707, -1.280], [6.609, -0.801, -0.922], [5.596, -0.526, -1.833], [4.138, -0.707, -1.482], [3.430, 0.657, -1.268], [2.005, 0.472, -1.316], [1.258, 0.408, -2.456], [-0.025, 0.170, -2.060], [-0.072, 0.098, -0.702], [1.164, 0.266, -0.289], [3.945, -1.461, -0.304], [3.375, -2.745, -0.471], [4.296, -3.703, -1.168], [5.317, -4.380, -0.526], [5.700, -4.293, 1.120], [6.214, -5.405, -1.606], [5.233, -4.906, -2.910], [4.262, -4.015, -2.539], [5.959, -0.107, -3.118], [4.750, 0.280, -4.283], [7.284, -0.008, -3.495], [8.717, -0.922, -0.565], [6.334, -1.107, 0.075], [3.652, -1.203, -2.335], [3.726, 1.360, -2.048], [3.712, 1.047, -0.288], [1.691, 0.544, -3.426], [-0.899, 0.041, -2.669], [1.493, 0.210, 0.731], [2.430, -2.676, -1.026], [3.172, -3.088, 0.547], [5.414, -5.297, -3.892], [3.540, -3.615, -3.229], [7.547, 0.311, -4.490]], "forces_ev_per_angstrom": [[0.1, 0.2, -0.5], [0.1, -0.1, 0.1], [-0.3, 0.0, 0.3], [-0.1, 0.4, -0.3], [-0.4, -0.1, 0.5], [-0.3, 0.0, -0.2], [-0.4, 0.5, 0.7], [0.3, 0.2, 0.6], [0.2, 0.2, -0.1], [0.0, -0.1, 0.0], [0.2, 0.1, 0.3], [0.4, 0.2, -0.6], [0.2, -0.8, 0.6], [0.1, -0.2, -0.1], [0.0, 0.0, 0.0], [0.1, -0.3, 0.2], [-0.1, -0.3, -0.1], [-0.2, -0.1, 0.1], [0.1, -0.2, 1.0], [0.0, -0.4, -0.2], [0.0, -1.0, -0.1], [-0.1, 1.7, -1.0], [-0.2, 0.0, 0.1], [0.0, 0.1, -0.2], [0.1, 0.0, 0.2], [-0.2, -0.1, 0.2], [0.2, 0.1, 0.1], [0.0, 0.1, -0.2], [0.0, 0.1, 0.3], [0.0, -0.2, 0.0], [0.0, 0.1, -0.2], [0.1, -0.2, 0.0], [0.1, -0.2, 0.2], [-0.1, 0.2, 0.1], [-0.1, 0.2, -0.6], [0.2, 0.1, 0.0], [-0.5, -0.2, 0.1], [0.9, 0.7, 0.2], [-0.6, -0.5, -0.1], [0.2, -0.3, 0.6], [0.1, -0.2, 0.3], [-0.1, 0.0, -0.1], [0.1, 0.4, -0.1], [0.0, 0.3, -0.1], [-0.3, 0.5, -0.9], [-0.8, -0.1, -0.9], [0.1, -0.3, -0.2], [-0.2, -0.4, 0.0], [0.0, 0.2, -0.3], [0.1, -0.2, 0.3], [0.2, 0.0, 0.3], [-0.1, -0.1, 0.0], [-0.1, 0.1, 0.0], [0.0, 0.0, 0.0], [0.1, 0.0, 0.0], [0.0, 0.0, 0.1], [0.0, 0.0, 0.1], [0.0, 0.0, 0.1], [0.1, 0.1, 0.0], [-0.5, -0.1, 0.3], [0.3, 0.2, -0.3], [-0.2, -0.1, -0.2], [-0.1, -0.1, -0.2], [-0.1, 0.7, -0.4], [0.6, -0.5, 0.0], [-0.3, 0.1, 0.1], [-0.4, -0.1, -0.5], [0.4, 0.0, -0.5], [0.2, -0.2, 0.1], [0.1, -0.2, 0.3], [0.1, -0.3, 0.2], [-0.3, 0.4, 0.2], [-1.2, 0.8, -1.5], [1.4, -0.9, 1.1], [-0.2, 0.0, -1.1], [0.3, -0.1, 0.1], [0.9, -0.7, 0.4], [-0.9, 1.0, 1.4], [0.3, -0.2, 0.6], [-0.3, 0.0, -0.4], [0.3, 0.0, 0.1], [0.1, 0.0, 0.1], [0.0, 0.0, 0.1], [-0.1, 0.1, 0.1], [0.0, 0.0, 0.2], [0.0, 0.0, -0.1], [0.1, 0.0, -0.2], [-0.1, 0.1, -0.1], [0.0, 0.1, 0.2], [0.1, -0.1, 0.1], [-0.1, -0.1, -0.2], [0.1, -0.1, -0.3], [-0.1, 0.1, -0.1], [0.0, 0.0, -0.1]], "total_charge": 2, "multiplicity": 2, "s_squared": 0.76, "de_lowest_kcal_mol": 0.0, "gap_ev": [6.081, 2.599], "lumo_ha": [-0.232, -0.360]}



- What is the formula in the second record?
  C40H32BCl3MgN13O3S